Below is a 3-piece molecular cluster, C3H11NO2 overall in a non-equilibrium geometry, with properties calculated with ωB97M-V/def2-TZVPD.

```
17
Properties=species:S:1:pos:R:3:forces:R:3:lowdin_charge:R:1
N 0.42201 1.41139 -1.09205 1.5 0.9 -0.7 -0.031
C 1.46325 0.88863 -2.02498 -1.0 -1.9 1.8 -0.282
C 2.32967 -1.31221 -2.58977 1.0 -0.4 -0.4 -0.044
C 1.34806 -0.66747 -1.95575 1.8 0.5 -1.4 -0.162
H 0.71849 2.38295 -1.03916 -0.9 0.2 0.5 0.053
H -0.50722 1.36630 -1.49115 0.1 0.1 -0.2 0.058
H 1.39728 1.21134 -3.07369 -0.2 0.0 0.3 0.102
H 2.44575 1.20557 -1.62389 -0.5 -0.2 -0.2 0.112
H 2.41421 -2.32077 -3.02047 -0.6 0.0 1.1 0.051
H 3.28939 -0.80514 -2.78766 -0.7 0.4 -0.4 0.056
H 0.54918 -1.21424 -1.46609 -0.4 0.5 -0.4 0.091
H -4.14120 0.34690 3.94408 0.0 -0.6 -0.4 0.024
H -4.15452 1.60803 4.65712 -0.1 0.6 0.2 0.029
O -4.39684 1.25657 3.79884 0.1 0.0 0.3 -0.053
H -0.52727 -2.34315 2.66238 0.1 0.7 0.1 0.034
H 0.01902 -0.84719 2.46188 -0.4 0.3 0.5 0.020
O 0.05417 -1.75017 2.17098 0.4 -1.1 -0.7 -0.058
```
Forces are in eV/Å.

Summary:
- DFT total energy (eV) = -8872.66577
- SMILES = C=CCN.O.O
- lowest unoccupied orbital energy (eV) = 0.57
- molar mass (g/mol) = 93.1
- max |F| (eV/Å) = 2.79
- ΔE to the lowest compared entry with this formula, charge and spin (eV) = 1.8237

---

Below is an isolated ion of composition C2H5N6O3S and charge +1 in a non-equilibrium geometry, with properties calculated with ωB97M-V/def2-TZVPD.

```
17
Properties=species:S:1:pos:R:3:forces:R:3:lowdin_charge:R:1
C 0.90956 -0.22371 -1.76766 -2.4 -1.8 0.7 -0.489
C 0.89228 0.31433 0.68775 1.8 -0.3 -1.3 -0.360
N -2.60460 0.17153 -1.42707 -0.5 -0.2 0.9 0.265
N -0.36129 0.40013 -1.90141 1.3 1.8 -1.2 0.045
N 1.66906 0.59650 1.69439 0.1 0.1 -0.1 0.305
N -0.41634 0.29153 0.73286 -0.1 -1.2 -2.1 0.180
N -1.49177 0.20193 -1.54351 0.6 -0.7 -1.3 -0.207
N -1.09427 0.35858 1.79056 0.7 1.0 1.2 -0.343
O -0.78140 0.59915 2.91054 0.9 -0.1 0.8 0.200
O 1.49445 0.00861 -0.45831 0.6 1.0 1.3 -0.015
O -2.33272 0.23131 1.57047 -3.6 -1.0 -1.2 0.201
S 0.67471 -2.13319 -1.65977 0.9 1.3 1.3 0.806
H 1.60046 0.22968 -2.51454 -0.5 -0.7 0.7 0.152
H -2.46465 -0.07536 0.60538 0.1 0.6 1.2 0.146
H 1.24494 0.61545 2.59760 -0.1 0.4 0.7 0.119
H 2.61981 0.88578 1.57191 0.5 -0.3 -0.1 0.160
H 0.44177 -2.47225 -2.88919 -0.2 0.1 -1.4 -0.165
```
Forces are in eV/Å.

Summary:
- DFT total energy (eV) = -28059.58282
- lowest unoccupied orbital energy (eV) = -5.61
- molar mass (g/mol) = 193.2
- max |F| (eV/Å) = 3.96
- net charge = +1
- ΔE to the lowest compared entry with this formula, charge and spin (eV) = 0.0000

---

Below is one molecule with the formula C8H13N3O3 in a non-equilibrium geometry, with properties calculated with ωB97M-V/def2-TZVPD.

```
27
Properties=species:S:1:pos:R:3:forces:R:3:lowdin_charge:R:1
C 2.30012 -1.97858 0.24202 0.0 2.3 -1.1 -0.084
C -1.04158 -1.96476 -0.40444 0.8 -3.1 1.9 -0.084
C -1.70705 -1.08387 0.66811 2.6 -2.1 -1.8 -0.213
C 2.61582 -0.61152 0.67984 -0.3 -1.6 3.2 -0.079
C 0.56923 -0.21932 -0.56366 -0.4 -0.4 -1.3 0.055
C -0.55772 0.78558 -0.37498 -1.6 0.0 1.0 -0.521
C -0.97287 1.52967 -1.63418 -1.8 -2.5 -1.5 -0.009
C -0.10090 1.78745 0.66887 -2.6 -2.2 2.5 -0.003
N 1.28059 -2.36400 -0.44309 0.4 -2.6 0.0 0.073
N 0.27911 -1.52679 -0.69079 1.7 4.5 0.9 -0.125
N 3.36127 0.37767 0.07826 -0.5 0.4 -1.8 -0.460
O 3.95959 1.19014 0.75933 0.3 0.2 0.4 0.035
O 3.32232 0.44987 -1.16750 0.1 -0.1 -0.2 -0.013
O -1.78474 0.15012 0.16613 0.1 3.3 -1.2 -0.084
H 2.92115 -2.78513 0.52825 0.6 -0.7 0.5 0.102
H -0.74540 -2.97492 0.06223 -1.5 0.9 -1.0 0.158
H -1.55343 -2.01910 -1.34060 -0.9 -0.3 -0.3 0.126
H -2.65502 -1.49199 0.75056 -2.0 -0.5 0.8 0.113
H -1.10380 -1.19556 1.55507 0.1 0.1 0.8 0.132
H 2.95306 -0.57844 1.74475 -0.5 -0.3 -0.8 0.130
H 1.54625 0.01904 -0.97866 -0.5 0.7 -0.4 0.094
H -1.90791 2.21290 -1.46257 2.1 -1.3 -0.3 0.134
H -1.21237 0.67190 -2.44282 0.2 2.2 1.5 0.134
H -0.06911 1.99039 -1.98052 0.1 0.9 -0.4 0.074
H -0.87379 2.60886 0.91750 1.1 -1.7 -0.4 0.130
H 0.71348 2.20388 0.21350 2.7 1.4 -0.2 0.050
H 0.10570 1.01332 1.53492 0.1 2.5 -1.0 0.136
```
Forces are in eV/Å.

Summary:
- DFT total energy (eV) = -19111.75950
- lowest unoccupied orbital energy (spin up / spin down) (eV) = -0.56 / -0.56
- molar mass (g/mol) = 199.2
- max |F| (eV/Å) = 4.84
- ΔE to the lowest compared entry with this formula, charge and spin (eV) = 6.5552